1.
The following is a quantum chemistry calculation of C9H36B2Cl2CrMgO9S2 as an isolated structure in a non-equilibrium geometry, from OMol25.

Structure (XYZ):
```
62
Properties=species:S:1:pos:R:3
Cr 1.4135 -1.0411 1.4795
Mg -2.8326 -0.4344 1.0973
Cl 0.6909 -0.2867 3.6972
Cl -3.9349 0.8629 -0.3384
B -2.7549 0.1538 3.1857
H -2.3709 -0.8191 3.4507
H -3.5848 0.1704 2.4964
H -2.9895 0.6707 4.1034
H -1.9679 0.7254 2.7187
B -0.7321 -0.3899 0.5517
H 0.2355 -0.4204 0.0753
H -0.6730 -1.2166 1.2425
H -0.9058 0.5790 0.9938
H -1.5263 -0.5735 -0.1553
O 0.0095 -1.6602 -2.7482
S -1.0758 -1.7434 -3.7008
O -0.7748 -1.9013 -5.1219
O -1.9824 -3.0609 -3.2429
C -2.1852 -3.2034 -1.8627
C -2.2056 -4.7294 -1.5538
C -2.2562 -0.3362 -3.3963
H -3.1574 -2.7671 -1.6337
H -1.5448 -2.6438 -1.1810
H -2.8952 -5.2517 -2.2171
H -2.5501 -4.9070 -0.5351
H -1.2335 -5.2042 -1.6868
H -3.1906 -0.8076 -3.0916
H -2.2080 0.0683 -4.4073
H -1.8067 0.2027 -2.5622
O -1.5262 3.3791 0.3854
S -0.2528 3.8374 0.9114
O 0.7087 2.9254 1.4621
O 0.4352 4.7559 -0.2982
C 1.8986 4.9609 -0.3476
C 2.3812 6.0198 0.5729
C -0.4761 5.1571 2.1734
H 2.1436 5.3771 -1.3248
H 2.3743 3.9964 -0.1698
H 1.6240 6.7988 0.6613
H 3.3515 6.4252 0.2861
H 2.5475 5.7115 1.6051
H -0.3275 6.1524 1.7545
H 0.3548 5.0887 2.8755
H -1.4547 5.0238 2.6346
C 0.2584 -4.2576 1.0254
O 0.9391 -3.2341 1.8364
H -0.2912 -4.9484 1.6648
H -0.5161 -3.8469 0.3776
H 0.9336 -4.9121 0.4743
H 1.2557 -3.7314 2.5941
C 3.3028 0.7740 -0.4636
O 2.5053 0.6388 0.7053
H 3.4867 1.8438 -0.5630
H 4.2409 0.2548 -0.2672
H 2.9575 0.3925 -1.4245
H 2.2122 1.5250 0.9300
C 2.8682 -2.9315 -0.8636
O 1.9620 -1.9455 -0.5820
H 2.9842 -3.6789 -0.0787
H 2.7223 -3.4514 -1.8104
H 3.8296 -2.4302 -0.9752
H 1.5561 -1.7057 -1.4183
```

Computed properties:
Max |F| ... 4.5 eV Å⁻¹
E_HOMO (alpha / beta) ... -8.54 / -8.84 eV
2S+1 ... 5
Charge ... 0
⟨S²⟩ ... 6.014
Lowest unoccupied orbital energy (alpha / beta) ... -0.202 / -0.318 eV
Energy above the lowest of the compared OMol25 structures with the same formula, charge and spin ... 44.3 kcal per mole

2.
The following is a quantum chemistry calculation of a single C3H11N2O2P molecule in a non-equilibrium geometry, from OMol25.

Structure (XYZ):
```
19
Properties=species:S:1:pos:R:3
C 1.2759 0.0505 1.2229
C 1.0617 1.0820 -0.9900
C 0.8407 -0.2186 -0.2023
N -0.7752 -2.0924 -0.1081
N -0.5384 -0.6873 -0.4049
O -1.5516 1.6994 -0.0666
O -2.9730 -0.3158 -0.5052
P -1.8043 0.1652 0.5032
H 0.6899 0.8074 1.8123
H 1.3350 -0.7135 1.9775
H 2.1358 0.6260 1.3029
H 0.3789 1.7368 -0.6137
H 1.1676 0.8852 -2.0703
H 2.1284 1.4383 -0.7522
H 1.5961 -0.8110 -0.7431
H -0.6322 -2.3217 0.8124
H -0.2040 -2.5937 -0.7608
H -1.5378 2.2681 0.7076
H -2.5935 -1.0051 -1.1216
```

Computed properties:
Max |F| ... 4.2 eV Å⁻¹
E_HOMO (alpha / beta) ... -3.90 / -9.66 eV
2S+1 ... 3
Charge ... 0
⟨S²⟩ ... 2.006
Lowest unoccupied orbital energy (alpha / beta) ... 0.890 / -2.549 eV
Energy above the lowest of the compared OMol25 structures with the same formula, charge and spin ... 39.8 kcal per mole

3.
The following is a quantum chemistry calculation of C15H17MnNS2 as an isolated structure in a non-equilibrium geometry, from OMol25.

Structure (XYZ):
```
36
Properties=species:S:1:pos:R:3
C 0.4503 1.2253 -2.0927
C -0.1206 -1.5098 -0.5793
C 1.3979 0.6850 -0.9071
H 1.1064 1.7517 -2.8062
C 1.2431 -2.1071 -0.5323
H -0.8581 -1.9962 0.0859
H 1.7228 1.5741 -0.3363
H 1.3621 -3.0672 -0.0177
C 2.5610 -0.1407 -1.4699
H 3.5036 0.0663 -0.9349
H 2.7462 0.1995 -2.5003
C -0.1994 0.0248 -2.7640
H 0.5725 -0.4629 -3.3802
H -0.9594 0.3957 -3.4638
C -0.8486 -1.0317 -1.8441
H -1.0443 -1.9164 -2.4812
H -1.8460 -0.6703 -1.5402
C 2.3149 -1.6845 -1.5078
H 2.0586 -1.9927 -2.5376
H 3.2631 -2.2027 -1.2822
Mn 1.0839 -0.5637 0.3617
H -0.6711 2.6330 -3.0627
S -0.7213 2.5541 -1.5659
C -1.1947 1.6864 -0.0415
N -0.4767 0.7793 0.6065
C -0.9658 0.5285 1.8980
C -0.3547 -0.3670 2.7789
C -0.8473 -0.4000 4.0958
C -1.8862 0.4582 4.4868
C -2.4696 1.3600 3.5800
C -2.0265 1.3710 2.2613
S -2.4709 2.4087 0.9009
H 0.4877 -0.9812 2.3844
H -0.4149 -1.0902 4.8188
H -2.2473 0.4270 5.5164
H -3.2507 2.0559 3.8726
```

Computed properties:
Max |F| ... 7.0 eV Å⁻¹
E_HOMO (alpha / beta) ... -5.00 / -7.73 eV
2S+1 ... 6
Charge ... 0
⟨S²⟩ ... 8.841
Lowest unoccupied orbital energy (alpha / beta) ... 0.059 / -0.638 eV
Energy above the lowest of the compared OMol25 structures with the same formula, charge and spin ... 0.0 kcal per mole

4.
The following is a quantum chemistry calculation of a single C7H12O5 molecule in a non-equilibrium geometry, from OMol25.

Structure (XYZ):
```
24
Properties=species:S:1:pos:R:3
C 2.0841 1.7587 -0.8732
C 2.2040 0.2985 -0.3677
C -0.9758 0.5837 1.6642
C 1.0613 0.7394 -1.2367
C -0.7966 -0.9545 1.4691
C -0.2780 0.6447 -0.5737
C -0.7014 -1.3519 -0.0383
O -0.2232 1.2938 0.6795
O -1.6145 -1.7555 2.1667
O -1.4709 0.8783 -1.3628
O 0.3530 -2.0792 -0.4309
O -1.9005 -1.6274 -0.6296
H 1.7839 2.4845 -0.2068
H 2.9460 2.0923 -1.6084
H 2.9404 -0.4008 -0.8434
H 2.0491 0.0711 0.6008
H -2.0922 0.9161 1.6869
H -0.4402 0.9070 2.5605
H 0.9402 0.3744 -2.3084
H 0.2188 -1.1125 1.7283
H -2.5325 -1.7921 1.6635
H -1.6494 1.8195 -1.4090
H 0.1986 -2.8236 -1.0451
H -2.1042 -0.9645 -1.2854
```

Computed properties:
Max |F| ... 5.7 eV Å⁻¹
E_HOMO ... -7.96 eV
Charge ... 0
Lowest unoccupied orbital energy ... 0.638 eV
Energy above the lowest of the compared OMol25 structures with the same formula, charge and spin ... 53.7 kcal per mole

5.
The following is a quantum chemistry calculation of a 2-piece molecular cluster, C5H8S overall in a non-equilibrium geometry, from OMol25.

Structure (XYZ):
```
14
Properties=species:S:1:pos:R:3
C 1.7149 0.3669 0.9660
C 2.1028 -0.1894 -0.0223
C -1.0934 -0.4467 -0.8939
C 3.0001 -0.5174 -1.0424
C -1.7468 0.9450 -0.9092
S -1.7013 -1.4224 0.3434
H 1.1079 0.4667 1.8752
H 3.3855 0.4589 -1.4282
H 2.5517 -1.1400 -1.8092
H 3.9887 -0.9725 -0.8312
H -1.0950 1.5541 -1.5670
H -1.8843 1.2581 0.1002
H -2.6723 0.7589 -1.5080
H -2.8903 -0.9098 0.9050
```

Computed properties:
Max |F| ... 3.4 eV Å⁻¹
E_HOMO ... -8.73 eV
Charge ... 0
Lowest unoccupied orbital energy ... 0.110 eV
Energy above the lowest of the compared OMol25 structures with the same formula, charge and spin ... 122.0 kcal per mole

6.
The following is a quantum chemistry calculation of C4H6N2O as an isolated structure, from OMol25.

Structure (XYZ):
```
13
Properties=species:S:1:pos:R:3
C -0.0815 -1.7989 -0.0486
C -0.8629 -0.6829 -0.3889
C -1.1393 0.0714 0.7994
N -0.3429 1.1098 0.7231
C 0.4286 0.9044 -0.4927
O 1.1825 1.9737 -0.8394
N -0.2570 0.1313 -1.3277
H 0.5453 -2.2346 -0.8211
H -0.3481 -2.4510 0.7822
H 1.1449 -0.3631 0.1872
H -1.6554 -0.2227 1.7052
H -0.1128 1.7629 1.4587
H 1.4985 1.7997 -1.7373
```

Computed properties:
Max |F| ... 0.4 eV Å⁻¹
E_HOMO (alpha / beta) ... -7.87 / -7.87 eV
Charge ... 0
Lowest unoccupied orbital energy (alpha / beta) ... 0.475 / 0.474 eV
Energy above the lowest of the compared OMol25 structures with the same formula, charge and spin ... 127.5 kcal per mole

- Which of these has the highest max |F|?
  C15H17MnNS2

- charge of number 4 (C7H12O5)?
  0

What did the fourth record say?
The following is a quantum chemistry calculation of a single C7H12O5 molecule in a non-equilibrium geometry, from OMol25.

Structure (XYZ):
```
24
Properties=species:S:1:pos:R:3
C 2.0841 1.7587 -0.8732
C 2.2040 0.2985 -0.3677
C -0.9758 0.5837 1.6642
C 1.0613 0.7394 -1.2367
C -0.7966 -0.9545 1.4691
C -0.2780 0.6447 -0.5737
C -0.7014 -1.3519 -0.0383
O -0.2232 1.2938 0.6795
O -1.6145 -1.7555 2.1667
O -1.4709 0.8783 -1.3628
O 0.3530 -2.0792 -0.4309
O -1.9005 -1.6274 -0.6296
H 1.7839 2.4845 -0.2068
H 2.9460 2.0923 -1.6084
H 2.9404 -0.4008 -0.8434
H 2.0491 0.0711 0.6008
H -2.0922 0.9161 1.6869
H -0.4402 0.9070 2.5605
H 0.9402 0.3744 -2.3084
H 0.2188 -1.1125 1.7283
H -2.5325 -1.7921 1.6635
H -1.6494 1.8195 -1.4090
H 0.1986 -2.8236 -1.0451
H -2.1042 -0.9645 -1.2854
```

Computed properties:
Max |F| ... 5.7 eV Å⁻¹
E_HOMO ... -7.96 eV
Charge ... 0
Lowest unoccupied orbital energy ... 0.638 eV
Energy above the lowest of the compared OMol25 structures with the same formula, charge and spin ... 53.7 kcal per mole

- What is the charge in the sixth record?
  0